16
Properties=species:S:1:pos:R:3:forces:R:3 method="wB97M-V/def2-TZVPD" relative_energy_ev=4.3160 e_tot_ha=-581.25257 lumo_energy_ev="-3.7 / -4.7" largest_force_ha_per_bohr=0.0730 orbital_gap_ev="8.93 / 7.04" homo_ev="-12.6 / -11.8" spin_multiplicity=1 charge=+1
C -2.229 0.799 0.772 0.68 1.84 -2.29
C -1.110 0.828 -0.248 -1.06 1.84 -0.48
C 0.923 -0.447 -0.894 1.95 0.12 -0.58
N 3.597 -1.867 0.274 3.05 0.81 0.86
N 2.532 -2.138 0.104 -3.45 -1.26 -0.80
N -0.240 -0.387 -0.014 -1.98 0.08 -3.00
I 2.433 1.062 -0.538 -1.24 -0.63 -0.36
H -2.742 -0.082 0.738 -1.34 -2.70 -0.06
H -1.915 0.984 1.738 0.50 0.69 2.06
H -2.930 1.516 0.377 -0.36 0.59 0.60
H -0.497 1.765 -0.175 -0.16 -1.18 0.32
H -1.612 0.982 -1.244 1.06 -1.31 0.49
H 0.631 -0.569 -1.981 0.42 0.19 1.50
H 4.098 -0.930 0.288 -0.38 0.18 -0.38
H -0.867 -1.245 -0.141 1.20 1.16 0.21
H -0.072 -0.272 0.944 1.10 -0.43 1.91

---

38
Properties=species:S:1:pos:R:3:forces:R:3 method="wB97M-V/def2-TZVPD" e_tot_ha=-4181.95589 lumo_energy_ev=1.9 largest_force_ha_per_bohr=0.0628 orbital_gap_ev=6.96 homo_ev=-5.1 spin_multiplicity=1 charge=-1
Pd -0.113 -0.227 0.166 0.24 0.66 -2.31
O 4.571 -0.387 -0.007 -0.01 0.15 0.05
C 4.739 0.941 0.049 -0.40 -0.04 -0.06
C 6.035 1.448 0.149 0.22 0.06 0.02
C 6.260 2.810 0.206 -0.14 -0.22 -0.03
C 5.192 3.696 0.147 -0.04 0.27 -0.02
C 3.904 3.211 0.057 -0.01 -0.16 0.01
C 3.647 1.837 0.016 0.63 0.12 0.10
C 2.279 1.332 -0.028 -1.40 -2.01 -0.48
O 2.058 0.065 -0.215 0.29 1.21 0.22
N 1.288 2.205 0.092 0.60 2.29 0.15
N 0.088 1.714 0.121 -2.27 -0.75 0.46
C -1.055 2.380 0.267 3.17 0.52 -0.29
C -2.233 1.631 0.251 -2.00 -2.04 -0.20
C -3.532 2.167 0.444 1.28 0.22 -0.04
C -4.625 1.353 0.410 -0.23 -1.11 -0.16
C -4.450 -0.029 0.200 -0.13 0.94 0.18
C -3.172 -0.513 0.038 0.04 -0.31 -0.09
N -2.100 0.271 0.027 0.30 1.36 0.21
H 3.589 -0.544 -0.056 0.10 -0.06 -0.03
H 6.859 0.750 0.185 0.00 -0.10 0.01
H 7.271 3.186 0.298 0.04 -0.03 -0.03
H 5.372 4.764 0.176 -0.03 0.00 0.02
H 3.056 3.879 0.021 -0.04 0.03 0.04
H -1.032 3.445 0.455 -0.02 0.08 -0.12
H -3.620 3.224 0.637 -0.05 0.14 0.00
H -5.618 1.755 0.551 -0.04 0.06 0.03
H -5.289 -0.702 0.185 -0.09 -0.10 -0.02
H -2.994 -1.572 -0.096 0.20 0.07 -0.01
Br -0.315 -2.446 -0.652 -0.18 -1.19 -0.10
C 0.088 -0.283 4.653 -0.06 0.25 -1.11
S -0.051 0.123 2.884 -0.09 -0.72 1.64
O -0.054 1.569 2.802 0.03 0.38 0.40
O -1.308 -0.497 2.459 -0.15 0.03 0.63
O 1.112 -0.507 2.251 0.18 0.02 0.46
H -0.695 0.266 5.152 -0.20 0.11 0.24
H 1.067 0.029 4.987 0.22 0.07 0.14
H -0.050 -1.349 4.756 0.01 -0.22 0.05

---

91
Properties=species:S:1:pos:R:3:forces:R:3 method="wB97M-V/def2-TZVPD" relative_energy_ev=0.1628 e_tot_ha=-4616.49052 lumo_energy_ev=3.9 largest_force_ha_per_bohr=0.0838 orbital_gap_ev=5.97 homo_ev=-2.0 spin_multiplicity=1 charge=-2
Li 8.831 10.283 12.366 0.35 -0.17 -0.32
Cl 3.726 6.710 16.294 0.39 -0.03 0.11
C 5.207 7.408 15.618 -1.73 1.70 -2.53
C 6.383 7.440 16.309 2.45 0.73 -1.06
C 7.551 8.057 15.787 -4.08 -0.36 -1.35
Cl 9.018 7.765 16.544 1.14 0.22 0.37
C 7.439 8.755 14.470 1.43 -0.76 0.29
O 8.475 9.270 13.983 -0.55 -0.03 0.18
C 6.172 8.628 13.721 1.02 0.38 1.54
C 6.107 9.132 12.367 0.51 0.44 0.33
O 6.946 9.797 11.786 -0.04 -0.16 -0.11
C 5.072 8.060 14.353 -0.19 -1.53 1.02
H 6.472 6.845 17.169 0.14 -0.53 1.30
H 5.202 8.883 11.831 -0.87 -0.25 -0.34
H 4.103 7.980 13.841 0.43 0.13 0.15
C 13.934 11.418 18.023 0.93 -0.42 0.86
C 13.208 11.414 16.707 -0.27 -0.40 -0.26
C 14.186 11.259 15.503 -0.74 1.08 0.94
C 12.253 10.232 16.674 -1.11 0.43 -1.75
O 12.506 12.665 16.591 0.85 -0.72 0.31
Si 11.174 13.180 17.449 -2.16 -1.30 -2.31
S 9.441 12.871 16.329 0.54 0.65 0.37
O 11.521 14.684 17.876 0.35 2.14 0.72
C 11.713 15.942 17.261 0.25 0.08 -0.05
C 12.535 15.762 15.949 1.07 0.33 0.14
C 10.365 16.697 16.999 0.11 -2.79 -0.48
C 12.591 16.796 18.207 1.11 -0.87 0.19
O 10.983 12.364 18.838 0.01 0.02 2.41
C 10.342 12.649 20.159 1.59 -0.02 -1.95
C 10.576 14.081 20.627 1.17 -0.17 -1.77
C 11.053 11.624 21.064 -1.72 -0.35 0.14
C 8.846 12.530 19.992 -1.14 0.35 0.64
H 14.427 10.439 18.287 -0.28 0.82 -0.55
H 13.244 11.629 18.846 0.00 0.05 -0.24
H 14.673 12.218 17.970 0.27 -0.02 0.32
H 14.795 10.382 15.599 0.03 -0.77 -0.03
H 14.881 12.084 15.457 0.19 0.58 0.13
H 13.611 11.292 14.593 -0.18 -0.32 -0.44
H 12.770 9.322 16.415 0.32 -0.40 0.08
H 11.521 10.420 15.848 0.42 -0.23 0.59
H 11.666 10.083 17.562 -0.12 0.13 0.57
H 11.976 15.428 15.078 -0.32 -0.16 0.16
H 13.388 15.043 16.091 -1.00 0.49 0.13
H 13.033 16.721 15.677 -0.49 -0.35 0.10
H 9.733 16.016 16.345 0.61 0.97 0.71
H 10.650 17.577 16.514 0.17 1.50 -1.17
H 9.797 16.999 17.871 0.10 -0.36 0.48
H 13.534 16.204 18.498 -1.30 0.89 -0.53
H 12.083 17.068 19.134 -0.15 -0.13 -0.02
H 12.882 17.722 17.689 0.02 -0.22 0.21
H 11.667 14.332 20.606 -0.90 -0.14 0.55
H 10.047 14.149 21.549 0.06 0.51 1.01
H 10.109 14.721 19.869 0.07 0.09 0.38
H 12.139 11.764 21.131 -0.38 0.01 -0.28
H 10.762 10.603 20.719 0.59 0.66 0.12
H 10.607 11.730 22.061 0.24 -0.05 0.18
H 8.404 13.190 19.230 0.77 -0.15 -0.04
H 8.281 12.794 20.906 0.52 -0.09 0.06
H 8.520 11.553 19.744 -0.11 -1.20 -0.43
O 10.090 9.905 10.892 -1.45 -0.41 0.61
C 10.583 10.386 9.745 -0.93 -0.27 0.52
C 12.011 10.745 10.029 -0.01 -0.95 0.97
C 12.708 10.227 11.151 -1.78 0.74 -2.16
C 13.949 10.800 11.238 2.45 1.93 -1.13
C 14.174 11.686 10.176 0.28 -0.63 0.76
S 12.868 11.872 9.095 1.16 -0.93 0.93
C 9.791 11.645 9.236 0.22 -0.23 0.00
C 10.173 12.947 9.409 0.52 0.06 0.55
C 9.332 13.890 8.768 -0.91 0.78 -0.45
C 8.242 13.266 8.198 0.53 0.00 0.26
S 8.259 11.553 8.372 1.23 1.00 0.43
C 10.456 9.351 8.620 0.89 0.46 1.40
C 11.400 8.942 7.707 -0.96 0.83 1.27
C 10.762 8.248 6.692 -1.28 -0.87 -1.61
C 9.424 8.027 6.923 0.51 0.26 0.84
S 8.860 8.652 8.496 2.20 -0.57 -1.98
H 12.286 9.493 11.796 -0.44 -0.17 0.31
H 14.749 10.699 11.994 -0.78 -0.29 -0.38
H 15.081 12.173 9.956 0.94 0.65 0.00
H 11.060 13.217 10.023 -0.99 -0.14 -0.69
H 9.543 14.994 8.707 -0.38 -1.33 0.18
H 7.408 13.644 7.649 -0.18 0.59 -0.15
H 12.465 9.110 7.764 -0.13 0.48 0.03
H 11.245 8.055 5.725 -0.26 -0.41 0.47
H 8.777 7.510 6.274 -0.73 -0.52 -0.56
N 7.690 12.418 13.617 -0.52 1.01 1.19
N 9.036 12.165 13.211 0.74 -0.86 0.97
H 7.701 13.333 14.121 -0.15 -0.88 -0.31
H 7.486 11.751 14.381 0.26 0.28 -0.65
H 9.676 12.287 14.038 -0.64 -0.01 -0.82
H 9.267 12.847 12.523 0.20 0.47 -0.56

---

16
Properties=species:S:1:pos:R:3:forces:R:3 method="wB97M-V/def2-TZVPD" relative_energy_ev=5.0790 e_tot_ha=-475.06235 lumo_energy_ev="0.2 / 0.4" largest_force_ha_per_bohr=0.0705 orbital_gap_ev="7.75 / 8.25" homo_ev="-7.5 / -7.8" spin_multiplicity=1 charge=0
C 0.404 -0.428 0.945 0.14 -0.31 0.55
C 3.536 1.180 0.069 -1.10 -0.47 -0.17
C 1.328 -1.307 0.691 2.10 -2.93 -0.35
C -1.745 -0.225 -0.255 2.46 1.49 0.56
C -2.800 0.815 -0.293 -1.73 -0.11 0.37
N -0.481 0.186 0.118 -1.63 -2.58 0.27
O 1.479 -1.937 -0.604 1.04 0.36 1.86
O 3.836 1.363 -1.021 1.08 0.52 -1.44
O 3.069 0.940 1.089 0.31 0.17 1.64
H 2.153 -1.827 1.398 -2.33 1.71 -1.52
H -1.905 -1.277 -0.121 -0.27 -0.19 0.18
H -2.538 1.686 0.363 -0.39 -0.77 -0.62
H -3.774 0.351 0.040 0.99 0.49 0.29
H -3.140 1.161 -1.270 0.63 0.25 -0.31
H -0.124 1.080 -0.039 -0.36 2.04 -0.69
H 0.702 -1.761 -1.108 -0.93 0.33 -0.62

---

99
Properties=species:S:1:pos:R:3:forces:R:3 method="wB97M-V/def2-TZVPD" relative_energy_ev=0.2899 e_tot_ha=-4692.12404 lumo_energy_ev="2.3 / 2.2" largest_force_ha_per_bohr=0.0136 orbital_gap_ev="6.08 / 5.89" homo_ev="-3.7 / -3.6" spin_multiplicity=2 charge=-1
Mo -0.103 -0.032 0.941 0.31 -0.09 -0.57
C -3.298 -2.830 -0.955 -0.11 -0.07 -0.06
C -2.611 -1.582 -0.472 -0.54 0.33 -0.06
N -1.377 -1.641 -0.085 0.53 -0.19 0.07
N -0.871 -2.943 -0.299 0.21 0.26 0.07
C 0.395 -3.069 -0.068 -0.14 -0.18 -0.08
S 1.437 -1.950 0.652 0.18 -0.05 0.08
S 1.131 -4.618 -0.548 -0.04 0.09 0.05
C 0.193 -4.999 -2.049 -0.12 -0.05 0.00
C -0.968 -5.958 -1.918 0.00 0.04 -0.02
C -1.298 -6.767 -3.005 0.00 0.01 -0.01
C -2.387 -7.628 -2.957 0.03 0.02 0.02
C -3.164 -7.699 -1.810 0.02 0.01 0.01
C -2.840 -6.904 -0.718 0.02 0.01 0.01
C -1.753 -6.041 -0.771 0.03 -0.03 -0.02
C -3.396 -0.333 -0.451 0.12 -0.26 -0.09
C -4.561 -0.213 -1.219 -0.13 0.01 -0.04
C -5.329 0.936 -1.223 0.03 -0.06 0.01
C -4.943 2.011 -0.422 0.00 0.07 0.00
C -3.798 1.932 0.338 -0.05 0.01 -0.08
C -2.993 0.777 0.315 0.13 0.02 -0.05
O -1.906 0.770 1.030 -0.48 0.11 0.50
H -3.106 -3.646 -0.264 -0.01 -0.01 0.01
H -2.890 -3.152 -1.916 -0.02 0.00 0.01
H -4.372 -2.692 -1.040 0.04 0.01 -0.01
H 0.915 -5.404 -2.761 0.02 0.00 0.03
H -0.136 -4.032 -2.437 -0.02 0.03 0.00
H -0.690 -6.717 -3.904 -0.03 -0.01 0.04
H -2.622 -8.247 -3.815 0.00 0.01 0.01
H -4.012 -8.373 -1.764 0.02 0.02 0.00
H -3.439 -6.953 0.184 0.02 0.01 -0.03
H -1.503 -5.414 0.075 0.00 -0.02 -0.02
H -4.862 -1.024 -1.870 0.03 0.02 0.04
H -6.215 0.995 -1.844 0.04 0.00 0.03
H -5.538 2.918 -0.406 0.01 -0.02 0.01
H -3.464 2.757 0.955 -0.01 -0.01 0.00
N -1.084 -2.832 2.851 0.09 -0.04 -0.02
C -0.748 -1.820 3.652 0.04 0.28 -0.15
N -0.733 -2.066 4.966 -0.06 -0.11 -0.08
C -0.512 -1.013 5.730 0.01 0.21 0.15
N -0.513 -1.202 7.081 0.07 -0.01 -0.04
N -0.322 0.243 5.304 -0.04 -0.18 0.16
C -0.289 0.364 3.991 0.07 0.51 -0.02
N -0.479 -0.606 3.101 -0.04 -0.41 0.04
C -0.014 1.731 3.461 -0.04 -0.37 0.23
C 0.137 2.816 4.307 0.08 0.19 0.05
C 0.479 4.037 3.752 -0.04 -0.08 0.22
C 0.650 4.131 2.382 0.02 0.08 -0.21
C 0.457 3.003 1.608 -0.08 -0.15 0.06
N 0.127 1.826 2.147 -0.01 0.29 -0.24
H -1.094 -3.744 3.272 -0.03 -0.05 0.02
H -0.910 -2.765 1.860 -0.02 0.05 -0.05
H -0.397 -2.152 7.391 -0.01 0.01 -0.01
H -0.064 -0.481 7.619 -0.03 0.00 0.00
H 0.021 2.672 5.371 0.00 0.01 -0.02
H 0.631 4.902 4.386 -0.01 -0.01 -0.02
H 0.947 5.057 1.906 0.00 -0.03 0.03
H 0.573 3.003 0.532 -0.01 0.05 0.01
O 0.265 -1.529 -2.779 -0.25 0.19 -0.02
N -0.722 -0.751 -3.057 0.10 -0.16 0.05
C -1.654 -1.185 -3.956 0.13 0.04 0.13
C -2.719 -0.416 -4.350 0.01 0.02 -0.03
C -2.859 0.863 -3.822 -0.01 -0.02 -0.04
C -1.935 1.282 -2.891 0.09 0.04 0.05
C -0.863 0.487 -2.467 -0.06 -0.07 -0.15
S 0.272 1.064 -1.284 -0.11 -0.30 0.04
H -1.445 -2.179 -4.324 -0.02 0.01 0.01
H -3.422 -0.825 -5.066 0.03 0.03 0.02
H -3.687 1.501 -4.102 0.04 -0.03 0.01
H -2.020 2.252 -2.420 -0.01 -0.01 0.00
Cl 6.045 1.900 -1.778 -0.05 0.02 0.01
C 4.765 2.723 -2.611 -0.01 -0.04 -0.01
C 4.969 3.082 -3.932 0.00 -0.01 -0.02
C 3.959 3.735 -4.620 0.00 0.00 -0.01
C 2.776 4.054 -3.978 0.00 0.01 -0.03
C 2.601 3.701 -2.648 -0.13 0.11 0.02
Cl 1.153 4.236 -1.860 0.11 0.12 -0.04
C 3.569 2.993 -1.932 0.07 -0.07 0.02
N 3.408 2.550 -0.609 -0.02 0.36 0.11
C 3.749 3.360 0.482 0.05 -0.23 -0.15
C 3.831 4.749 0.366 0.00 0.03 -0.02
C 4.162 5.534 1.461 0.00 -0.01 0.01
C 4.410 4.945 2.692 -0.03 0.00 -0.03
C 4.362 3.561 2.798 -0.02 -0.06 -0.01
C 4.062 2.749 1.709 0.03 0.08 0.09
C 4.130 1.249 1.841 -0.01 0.05 -0.01
C 2.757 0.632 2.079 -0.31 -0.12 0.02
O 2.445 0.207 3.193 0.04 0.16 -0.48
O 2.003 0.659 1.021 0.19 -0.29 0.43
H 5.907 2.835 -4.410 -0.03 0.01 0.01
H 4.098 4.003 -5.661 0.00 -0.01 0.05
H 1.983 4.583 -4.490 0.04 -0.02 0.02
H 2.766 1.779 -0.424 0.06 -0.05 0.00
H 3.617 5.218 -0.587 0.01 -0.02 0.02
H 4.218 6.611 1.346 -0.01 -0.03 0.01
H 4.658 5.551 3.555 0.00 -0.01 -0.01
H 4.586 3.082 3.746 0.00 0.02 -0.03
H 4.772 0.985 2.679 0.00 -0.01 0.01
H 4.538 0.827 0.919 0.01 0.01 0.00

---

14
Properties=species:S:1:pos:R:3:forces:R:3 method="wB97M-V/def2-TZVPD" relative_energy_ev=2.9641 smiles="C=N[C@H]1OC[C@@H]1O" e_tot_ha=-361.77193 lumo_energy_ev=0.7 largest_force_ha_per_bohr=0.0088 orbital_gap_ev=10.63 homo_ev=-9.9 spin_multiplicity=1 charge=0
O -1.005 -0.453 1.714 0.28 -0.04 0.23
C -0.568 0.153 0.530 -0.01 0.12 -0.33
C -0.152 1.627 0.503 -0.28 0.25 0.15
O 1.187 1.299 0.111 0.12 0.08 -0.09
C 0.880 -0.086 -0.004 -0.07 -0.22 0.09
N 0.974 -0.553 -1.369 -0.35 -0.26 -0.11
C 0.118 -1.427 -1.690 0.15 0.08 -0.07
H -0.261 -0.559 2.318 -0.06 0.11 0.01
H -1.351 -0.062 -0.202 0.22 0.00 0.07
H -0.653 2.206 -0.282 0.02 0.03 0.19
H -0.208 2.156 1.459 0.08 -0.05 -0.05
H 1.587 -0.677 0.602 -0.36 -0.02 0.02
H 0.084 -1.814 -2.706 0.18 -0.03 0.07
H -0.632 -1.811 -0.984 0.09 -0.03 -0.18

---

14
Properties=species:S:1:pos:R:3:forces:R:3 method="wB97M-V/def2-TZVPD" relative_energy_ev=3.2773 e_tot_ha=-340.90999 lumo_energy_ev=0.8 largest_force_ha_per_bohr=0.0829 orbital_gap_ev=9.52 homo_ev=-8.8 spin_multiplicity=1 charge=0
C 0.205 0.159 -0.578 1.16 1.07 0.90
C -0.016 -0.904 0.502 1.56 0.93 0.59
N 1.322 0.922 0.139 0.11 1.35 -1.83
N -1.216 -0.577 1.264 0.07 -0.12 0.26
O 0.696 -0.362 -1.778 0.07 -0.12 0.46
O -0.872 1.005 -0.792 -0.86 -0.75 -0.31
H 0.832 0.378 -2.384 -0.12 -0.05 0.00
H -1.644 0.400 -0.687 0.49 1.17 -0.16
H 0.950 1.611 0.787 -0.38 -0.06 -0.15
H 1.908 1.431 -0.519 0.10 0.12 -0.01
H -2.071 -0.904 0.822 0.09 -0.22 0.15
H -1.196 -0.957 2.201 0.06 -0.01 -0.12
H -0.032 -1.899 0.044 0.36 -0.02 0.26
H 1.134 -0.303 0.980 -2.72 -3.28 -0.05

---

9
Properties=species:S:1:pos:R:3:forces:R:3 method="wB97M-V/def2-TZVPD" relative_energy_ev=0.0667 e_tot_ha=-1471.89739 lumo_energy_ev=-0.4 largest_force_ha_per_bohr=0.0168 orbital_gap_ev=8.59 homo_ev=-8.9 spin_multiplicity=1 charge=0
C -1.423 0.256 0.776 0.15 0.27 0.31
C -0.108 0.167 0.906 0.60 0.14 0.40
C 1.398 -0.432 -1.275 0.08 -0.01 -0.09
H 0.436 0.873 1.558 -0.52 -0.43 -0.54
H 1.074 0.607 -1.402 0.04 -0.21 0.04
F -2.150 -0.586 0.076 -0.11 -0.09 -0.15
S 0.798 -1.176 0.183 -0.04 0.25 -0.14
S 2.342 -1.184 -2.349 -0.20 0.13 0.24
Cl -2.367 1.475 1.527 -0.01 -0.06 -0.07